A | 15
Properties=species:S:1:pos:R:3 method="wB97M-V/def2-TZVPD" orbital_gap_ev=10.76
O 1.936 -1.051 -0.252
H 0.375 1.946 1.287
F -2.411 -0.019 -0.407
C 1.057 1.858 0.424
C 0.291 0.935 -0.638
H -1.690 -1.423 0.828
H -1.596 0.275 1.421
H -0.543 1.478 -1.064
N 0.687 -1.296 0.273
C -1.503 -0.418 0.536
H 2.009 1.507 0.799
C -0.120 -0.332 0.054
H 1.259 2.829 -0.059
H 2.324 -1.908 -0.219
H 0.914 0.683 -1.482

B | 15
Properties=species:S:1:pos:R:3 method="wB97M-V/def2-TZVPD" orbital_gap_ev="9.50 / 7.64"
H -2.371 -1.260 -0.306
C -2.508 -0.235 0.191
H 2.139 -2.329 -0.662
H 2.510 1.606 1.755
H 0.388 -2.514 -0.879
H -1.124 0.494 -1.384
C -1.484 0.592 -0.409
C 1.226 -1.805 -0.564
H 2.837 2.146 0.105
H -3.430 0.223 0.244
C 1.149 -0.537 -0.291
H -2.241 -0.118 1.223
F -1.234 1.781 0.140
O 1.294 0.603 0.009
N 2.850 1.354 0.828

Most favorable structure: A. The second most favorable one is 5.083 eV above it.

A | 15
Properties=species:S:1:pos:R:3 method="wB97M-V/def2-TZVPD" orbital_gap_ev=9.74
H -2.298 1.484 0.269
H -0.548 1.712 -1.482
C -1.266 1.075 0.327
O 2.004 -0.124 0.563
H -0.495 -2.311 -0.114
H 1.596 -0.245 -1.138
C -1.286 -0.536 0.075
H -1.089 1.339 1.415
F -2.502 -1.175 0.166
H 0.641 1.558 -0.017
H 1.913 -1.819 -0.485
C -0.186 -1.274 -0.280
C 1.344 -0.916 -0.398
N -0.280 1.798 -0.354
H 2.453 -0.566 1.453

B | 15
Properties=species:S:1:pos:R:3 method="wB97M-V/def2-TZVPD" orbital_gap_ev=10.39 smiles="C[C@H](C=O)N(C)F"
N -0.406 0.944 -0.541
O 2.954 -0.190 -0.697
H 2.094 1.182 0.342
C 1.973 0.367 -0.240
H -0.621 -1.788 0.798
C 0.612 -0.243 -0.301
H 0.643 -0.846 -1.175
H -1.543 -0.350 -1.096
H -0.113 -0.406 1.729
F -0.199 1.818 0.555
H -2.440 1.292 -1.117
C 0.183 -1.065 0.851
C -1.817 0.531 -0.552
H -2.417 0.357 0.357
H 1.098 -1.601 1.087

Most favorable structure: A. The second most favorable one is 0.491 eV above it.

A | 9
Properties=species:S:1:pos:R:3 method="wB97M-V/def2-TZVPD" orbital_gap_ev=10.29
H 1.023 -1.519 -1.073
H 0.438 3.216 0.221
C -0.313 1.120 -0.144
S -1.086 -0.389 -0.437
H 0.003 -2.003 0.359
C 0.111 2.237 0.128
O -1.940 -0.784 0.670
C 0.540 -1.220 -0.211
H 1.224 -0.657 0.487

B | 9
Properties=species:S:1:pos:R:3 method="wB97M-V/def2-TZVPD" orbital_gap_ev=9.71
C 0.799 -1.075 -0.691
S -0.367 -1.751 0.578
C 0.238 -0.080 -0.091
H 0.395 2.025 -0.418
H 1.233 -1.464 -1.599
C -0.096 1.508 0.333
H -1.067 1.406 0.583
H 0.497 1.606 1.293
O -1.632 -2.175 0.013

Most favorable structure: B. The second most favorable one is 0.099 eV above it.

A | 18
Properties=species:S:1:pos:R:3 method="wB97M-V/def2-TZVPD" orbital_gap_ev="7.45 / 7.46"
C -0.933 0.342 0.270
H 2.538 1.967 -2.293
H 1.814 1.369 -0.032
H 0.261 -1.282 2.891
H 0.164 -2.075 -0.557
H -2.588 0.392 1.569
N -0.429 1.157 -0.514
C 1.726 1.269 -2.128
C -2.427 0.270 0.496
H 1.418 -2.198 0.793
N -0.177 -0.537 2.353
H 1.295 -0.388 -0.469
C 1.332 0.920 -0.895
H 1.252 0.857 -3.007
H -2.942 1.036 -0.079
H -2.797 -0.717 0.214
C 0.657 -1.610 0.290
C -0.166 -0.771 1.098

B | 18
Properties=species:S:1:pos:R:3 method="wB97M-V/def2-TZVPD" orbital_gap_ev=9.90
H -0.412 0.526 -2.231
H 0.260 2.459 -0.246
C 0.589 -0.810 -0.799
N -2.114 -0.823 -0.103
C 0.019 0.632 1.095
H 1.089 -1.644 1.458
C 0.882 -0.771 0.759
H -1.392 -1.705 -0.003
C -1.208 0.323 0.113
H 0.471 -1.929 -1.187
C -0.297 0.357 -1.090
H -2.679 -1.053 0.801
H -1.854 1.310 0.264
H -0.135 0.969 2.210
H 2.676 0.116 -0.262
H 1.583 1.401 -0.455
N 1.989 -0.689 -0.048
C 0.533 1.330 -0.276

Most favorable structure: A. The second most favorable one is 0.357 eV above it.

A | 18
Properties=species:S:1:pos:R:3 method="wB97M-V/def2-TZVPD" orbital_gap_ev=8.61
H 0.878 2.216 -1.102
H -2.196 1.633 -1.266
H -0.971 1.916 0.069
N 0.145 1.180 -1.584
C -1.106 1.101 -0.716
H -0.895 -2.297 1.148
H 0.825 0.138 -1.403
C 0.270 -1.971 0.539
H -2.320 -0.474 0.288
N -0.100 -1.223 -0.857
C 2.093 1.203 0.851
H 1.251 -2.511 0.924
C -1.112 -0.291 -0.053
C 1.140 0.380 0.745
C 0.010 -0.513 1.019
H -0.659 -1.804 -1.526
H 3.177 1.669 0.771
H -0.428 -0.354 2.153

B | 18
Properties=species:S:1:pos:R:3 method="wB97M-V/def2-TZVPD" orbital_gap_ev=9.09
H 0.903 -0.299 -1.442
H -2.033 0.649 -1.508
C 1.045 -0.265 1.821
C 0.515 -1.534 1.384
N 0.727 1.047 0.790
H 0.966 -2.315 2.103
H 0.035 1.338 1.607
H -0.124 -2.984 -0.172
C -0.026 -1.782 0.034
C -0.090 -0.556 -0.861
H -1.405 0.194 0.429
H -1.114 1.534 -3.477
N -0.300 1.524 -2.424
C -0.986 0.659 -1.422
H 0.818 -0.085 2.876
H 2.047 -0.166 1.925
H -0.529 2.521 -1.609
C -0.448 0.520 -0.055

Most favorable structure: B. The second most favorable one is 1.376 eV above it.

A | 18
Properties=species:S:1:pos:R:3 method="wB97M-V/def2-TZVPD" orbital_gap_ev="7.56 / 7.53"
C -1.040 1.249 0.842
H -0.335 1.067 1.685
H 1.122 -2.316 -0.630
H -0.408 -2.501 0.522
H 2.513 -1.333 2.264
C 2.992 -0.045 1.021
H 2.007 0.509 1.100
H -3.034 1.150 -2.650
C -1.809 0.278 -1.263
H 3.762 0.501 0.276
N -0.941 0.331 -0.146
C -2.345 1.320 -1.855
N 3.151 -1.233 1.476
H -2.138 -0.768 -1.567
C 0.275 -1.854 -0.096
H -1.781 1.975 0.783
C -0.039 -0.633 -0.287
H -1.952 2.302 -1.474

B | 18
Properties=species:S:1:pos:R:3 method="wB97M-V/def2-TZVPD" orbital_gap_ev=8.81
C 0.463 -1.086 1.518
H 3.269 -0.954 -1.996
C -1.604 0.082 -1.700
H -0.427 -0.742 2.265
H -2.390 1.370 0.993
H -1.339 1.199 -2.107
C 0.770 0.036 0.499
H 1.494 -1.252 1.958
H 1.222 0.926 0.928
H -2.232 -0.604 -2.321
H -0.902 0.797 2.404
C -1.109 1.407 1.182
N -1.374 -0.330 -0.362
N -0.544 0.662 0.137
H 0.050 -1.888 0.889
C 1.654 -0.235 -0.539
C 2.363 -0.818 -1.393
H -0.541 2.514 1.163

C | 18
Properties=species:S:1:pos:R:3 method="wB97M-V/def2-TZVPD" orbital_gap_ev=10.11
C 0.432 1.472 -0.152
C 1.533 0.058 -0.618
C -0.716 0.781 -0.944
C -0.631 -0.157 0.167
N -1.900 -0.976 0.130
H 0.525 -1.991 -0.663
H -1.546 1.311 -0.810
C 0.681 -1.016 -0.331
H -1.842 -1.867 -0.618
H -1.091 1.357 1.685
H -0.826 0.412 -2.003
H -1.819 -1.833 0.757
H 2.266 0.139 -1.417
H 1.749 -0.883 1.382
H 0.872 2.387 -0.151
H 0.517 0.725 1.937
N 1.998 -0.888 0.472
C -0.201 0.970 1.175

D | 18
Properties=species:S:1:pos:R:3 method="wB97M-V/def2-TZVPD" orbital_gap_ev=9.93
H -2.280 1.642 -0.181
H -0.609 -0.302 2.054
C -0.129 -0.595 -0.734
C 0.746 0.494 -0.332
H 2.936 -1.022 -0.209
C 1.079 -0.903 0.043
H -1.932 0.816 1.681
H 1.028 -1.207 1.109
H 1.485 0.989 -1.011
N -1.436 1.227 -0.624
H 2.236 -1.328 -1.633
C -1.443 -0.229 -0.074
H -2.223 -0.985 -0.403
N 2.149 -1.484 -0.613
C -0.297 1.316 0.422
H 0.057 2.222 0.952
C -1.078 0.332 1.285
H -0.289 -0.982 -1.732

Most favorable structure: D. The second most favorable one is 2.920 eV above it.

A | 21
Properties=species:S:1:pos:R:3 method="wB97M-V/def2-TZVPD" orbital_gap_ev=9.14
H -1.557 0.099 -1.110
C -0.209 -2.041 1.028
H 2.443 -0.874 -0.922
H -0.837 3.350 -0.878
C 0.484 -1.308 -0.099
H -0.004 0.690 -1.944
H -1.294 -1.906 0.985
C 0.473 1.191 1.253
H 2.305 -2.478 -0.206
H 0.247 2.234 1.440
C 0.071 0.582 0.160
H 1.061 0.662 1.997
H 0.095 -1.663 -1.057
C -0.624 0.657 -1.051
H 2.425 -1.065 0.842
H 0.141 -1.700 2.007
C 1.992 -1.430 -0.095
C -1.411 2.412 -1.002
H -3.104 3.323 -1.177
H -0.023 -3.123 0.974
N -2.673 2.389 -1.146

B | 21
Properties=species:S:1:pos:R:3 method="wB97M-V/def2-TZVPD" orbital_gap_ev=9.83 smiles="C=C(C)C(=C)CCN"
H -0.877 0.646 -2.241
H 1.959 1.283 -1.897
N 2.445 2.299 -0.140
C 1.131 0.197 -0.248
C -1.174 -0.325 1.993
C -0.368 -0.078 -0.343
C 1.471 1.461 -1.009
H 1.515 0.387 0.844
H -1.654 -0.887 2.778
H -2.222 -0.087 -1.549
H -0.925 0.614 2.420
H 0.626 1.958 -1.391
H -2.125 -2.721 0.956
H 1.609 -0.785 -0.407
H 3.164 1.651 0.029
C -1.037 -0.824 0.790
C -1.469 -2.274 0.312
C -1.253 0.297 -1.362
H -1.882 -2.323 -0.679
H -0.697 -2.970 0.352
H 1.762 2.482 0.789

C | 21
Properties=species:S:1:pos:R:3 method="wB97M-V/def2-TZVPD" orbital_gap_ev=4.65
H -1.011 1.286 1.096
H -2.601 -0.333 -1.521
H 1.023 -1.829 -0.532
C -0.354 -2.007 1.034
H -0.202 0.090 -1.775
H -1.446 -1.929 1.176
C -0.060 -1.636 -0.442
C 0.247 0.861 -0.064
H -0.673 -2.222 -1.095
C 1.603 1.002 -0.252
H 1.868 2.903 0.425
H -2.395 0.521 0.189
C 2.429 1.984 0.298
C -0.567 -0.204 -0.761
C -2.069 -0.185 -0.581
H 3.505 2.042 0.304
H -0.107 -3.073 1.201
H 0.273 -1.573 1.815
N -0.507 1.965 0.495
H -1.153 2.128 -0.301
H 2.196 0.210 -0.708

D | 21
Properties=species:S:1:pos:R:3 method="wB97M-V/def2-TZVPD" orbital_gap_ev=9.23
H -2.717 -0.757 1.614
C 0.474 -2.203 -0.664
C 0.222 1.324 0.693
H 0.704 -3.052 0.057
C 1.274 -0.788 -0.591
H 1.217 1.077 1.292
H 1.784 0.664 -2.464
C -0.274 -0.953 -0.104
H 1.731 -0.679 0.434
H -1.291 -0.709 -0.855
C -0.624 -0.014 1.200
H -0.188 -0.580 2.098
C 1.707 0.642 -1.201
C -2.105 0.167 0.995
H 2.757 1.147 -1.170
N 0.639 1.608 -0.593
H -2.337 0.346 -0.352
H -0.442 2.005 1.271
H 0.112 -2.617 -1.628
H 0.011 2.029 -1.251
H -2.654 1.341 1.220

Most favorable structure: B. The second most favorable one is 0.604 eV above it.

A | 21
Properties=species:S:1:pos:R:3 method="wB97M-V/def2-TZVPD" orbital_gap_ev=9.80 smiles="C=CC=C.C=NCC"
H 2.349 -1.591 2.382
H -1.795 2.093 -1.748
H -1.354 -0.969 -0.243
H -1.640 -2.664 -1.121
H -3.074 1.586 0.369
H 1.391 -0.934 0.078
H 0.308 2.365 -2.978
H 0.729 2.136 0.099
C -1.981 1.735 0.342
H 2.295 -2.938 1.265
C 0.858 2.362 -2.022
H 1.009 -2.698 2.557
C -1.071 -1.981 -0.502
C 1.674 -2.229 1.814
C 0.791 -1.457 0.825
H -1.460 1.809 1.316
C 0.204 2.099 -0.869
H 0.116 -0.776 1.354
H 1.955 2.535 -2.191
N -0.026 -2.433 0.059
C -1.278 1.949 -0.787

B | 21
Properties=species:S:1:pos:R:3 method="wB97M-V/def2-TZVPD" orbital_gap_ev=10.20 smiles=C[C@@H]1N2C(C)(C)[C@]12C
H -1.058 1.673 -0.793
H 2.006 -0.991 -1.559
H -2.384 -0.066 -1.294
C -1.075 -1.087 0.097
H 0.907 -2.376 -1.509
H 1.724 1.695 1.662
C -0.408 1.811 0.063
N -0.116 -0.616 1.092
C 0.403 0.570 0.395
C 0.292 -0.715 -0.331
H -1.003 2.117 0.922
H 0.283 2.619 -0.171
C 1.359 -1.585 -0.915
H 2.272 0.053 1.323
H 1.970 -2.042 -0.137
H -2.600 0.422 0.398
H -3.190 -1.136 -0.153
H -1.196 -2.167 0.200
C -2.385 -0.413 -0.262
C 1.792 0.928 0.894
H 2.404 1.306 0.076

Most favorable structure: B. The second most favorable one is 0.470 eV above it.

A | 21
Properties=species:S:1:pos:R:3 method="wB97M-V/def2-TZVPD" orbital_gap_ev=8.52 smiles="C/C=C/C(N)=C/CC"
H 1.165 -1.142 -1.098
H 0.598 3.027 1.287
C 0.657 1.959 1.517
C -0.898 -2.864 -2.381
C -0.188 0.228 -0.151
H -1.720 -3.572 -2.328
C 0.108 -0.954 -0.902
H 1.555 2.101 3.502
H 1.756 0.822 -0.095
H -1.758 1.314 0.617
C 1.832 1.750 2.507
H -1.972 0.819 -0.892
H -0.837 -2.337 -3.337
C 0.786 1.019 0.349
H -0.249 1.730 2.092
H 2.696 2.325 2.172
H 0.070 -3.375 -2.310
C -0.841 -1.879 -1.188
H -1.753 -1.877 -0.615
N -1.571 0.539 -0.006
H 2.175 0.717 2.452

B | 21
Properties=species:S:1:pos:R:3 method="wB97M-V/def2-TZVPD" orbital_gap_ev=9.49 smiles="C=CCC(=C)CCN"
C -0.720 0.568 2.442
H -1.739 0.439 2.957
C -1.690 -0.416 -0.804
C -1.285 0.811 0.047
H 1.599 1.699 0.677
H 1.083 0.301 -1.336
N 2.731 -0.930 -0.722
C 1.212 0.599 0.790
C 1.440 -0.309 -0.422
H 0.777 -1.234 -0.319
H -0.800 1.619 -0.601
H -2.002 -1.225 -0.098
C -0.391 0.580 1.137
H -2.202 1.360 0.234
C -1.811 -0.694 -2.086
H -2.135 -1.696 -2.340
H 3.459 -0.814 -0.039
H 1.669 0.141 1.636
H -1.912 0.078 -2.793
H -0.106 0.288 3.296
H 2.825 -1.166 -1.655

Most favorable structure: A. The second most favorable one is 1.516 eV above it.

A | 23
Properties=species:S:1:pos:R:3 method="wB97M-V/def2-TZVPD" total_charge=+1 orbital_gap_ev=10.46 smiles="C/[NH+]=C(/N(C)C)N(C)O"
C -2.006 -0.967 -0.484
H -0.116 2.221 -1.445
C -1.853 1.007 0.952
H 2.922 0.748 -0.063
H 0.000 -1.890 0.851
H -3.086 -0.912 -0.671
H -1.956 -1.888 0.091
H 0.509 3.025 0.186
C 0.662 2.175 -0.605
C 1.861 -2.022 -0.133
H 1.701 -3.013 -0.325
C 0.188 -0.075 0.000
N -1.243 0.202 -0.113
H -1.683 -1.406 -1.395
H -2.346 1.900 0.645
N 0.568 -1.340 0.240
H -2.825 0.351 1.269
H 2.372 -1.447 -0.834
H 1.547 2.422 -1.062
N 0.987 0.958 -0.020
H -1.053 1.233 1.714
O 2.193 0.673 0.575
H 2.658 -1.955 0.630

B | 23
Properties=species:S:1:pos:R:3 method="wB97M-V/def2-TZVPD" total_charge=+1 orbital_gap_ev=10.63
N 0.706 0.761 -1.182
H 1.578 1.087 -0.963
H -1.713 0.799 2.292
H -2.511 1.884 -0.952
H -0.730 1.621 1.162
H -1.785 3.133 -1.849
H 0.006 0.657 2.435
H -1.201 -2.485 1.177
C -0.488 -1.720 1.362
C 1.153 -1.329 -0.095
H 3.088 -2.184 -0.481
H -0.390 -1.543 2.537
O 0.725 -2.188 0.821
H 2.315 -1.748 -1.764
N 0.460 -0.246 -0.231
H -1.663 -0.283 0.114
C 2.435 -1.434 -0.754
C -0.728 -0.335 0.738
N -1.679 2.150 -1.523
H -0.061 1.591 -1.267
H 2.957 -0.558 -0.917
C -0.768 0.775 1.726
H -1.707 1.595 -2.388

Most favorable structure: B. The second most favorable one is 2.009 eV above it.

A | 23
Properties=species:S:1:pos:R:3 method="wB97M-V/def2-TZVPD" total_charge=+1 orbital_gap_ev=10.12 smiles="C/[NH+]=C(/N(C)C)N(C)O"
H -1.358 -1.458 -1.442
H 2.604 -1.188 -0.337
N 0.598 -1.420 0.203
H -1.394 1.760 1.200
H 0.443 2.892 0.217
C -1.980 0.935 0.944
C 0.226 -0.141 0.242
C -2.037 -0.857 -0.730
H 2.699 0.678 1.086
C 0.664 2.135 -0.516
N 1.016 0.963 0.218
H -0.153 -2.078 0.154
C 1.989 -1.932 0.074
H -2.943 1.219 0.337
O 2.405 0.804 0.169
H 1.527 2.507 -1.223
H 1.906 -2.800 -0.696
H 2.398 -2.276 1.060
H -0.045 1.903 -1.371
H -2.105 0.163 1.779
N -1.239 0.140 0.013
H -2.786 -0.242 -1.264
H -2.436 -1.708 -0.118

B | 23
Properties=species:S:1:pos:R:3 method="wB97M-V/def2-TZVPD" total_charge=+1 orbital_gap_ev=9.46
H 1.653 2.043 -0.321
H -1.132 1.738 1.049
C -0.461 1.819 0.050
H -2.855 -1.933 -0.125
H 2.184 -0.074 -1.211
H -0.528 2.852 -0.323
C -0.521 -0.425 -0.815
H -2.612 -1.619 1.463
C -2.470 -1.146 0.508
H 2.365 0.233 1.173
H 1.416 -2.492 0.506
H 1.728 -2.535 -1.017
H -3.049 -0.144 0.525
O -1.065 -0.888 0.352
H 1.160 2.365 1.319
N -0.852 0.915 -1.010
H -0.730 -0.981 -1.690
C 1.464 -0.671 -0.566
H 0.554 -0.193 1.212
C 1.057 1.590 0.403
N 1.910 -1.995 -0.216
N 1.375 0.170 0.699
H -0.595 1.369 -1.967

Most favorable structure: B. The second most favorable one is 0.292 eV above it.